ORCA calculation (ωB97M-V/def2-TZVPD) on 15 unconnected molecules or ions with the total composition C21H66F6N19O23S2 at a distorted geometry.

Summary:
<S²>: 0.76
Kohn-Sham gap (alpha / beta): 0.3155 / 0.0960 Eh
Charge: 0
LUMO energy (alpha / beta): -0.62 / -6.59 eV
HOMO level (alpha / beta): -9.21 / -9.21 eV
Multiplicity: 2

Atoms and positions in Å:
C -2.468 0.256 -1.110
F -1.800 0.488 -2.251
F -3.520 1.130 -1.100
F -2.828 -1.074 -0.985
S -1.349 0.857 0.286
O -1.046 2.257 0.067
O -2.152 0.457 1.444
N 0.006 -0.196 -0.097
S 0.599 -0.454 1.267
O 0.733 0.701 2.192
O 0.192 -1.675 1.965
C 2.541 -0.744 0.705
F 2.624 -1.434 -0.402
F 3.070 0.565 0.620
F 3.112 -1.519 1.661
C -1.752 2.589 3.691
O -2.039 1.586 4.397
N -2.588 3.479 3.287
N -0.636 3.098 3.487
H -2.179 4.176 2.681
H -3.320 3.726 3.937
H -0.433 4.035 3.172
H 0.120 2.454 3.304
C 5.911 -2.888 1.662
O 5.254 -3.954 1.620
N 5.805 -1.927 2.504
N 6.721 -2.545 0.737
H 5.384 -2.078 3.410
H 6.240 -1.038 2.301
H 6.972 -2.970 -0.144
H 7.114 -1.646 0.976
C -5.507 0.536 1.614
O -5.376 -0.653 1.743
N -4.916 1.464 2.317
N -6.244 1.092 0.655
H -4.036 1.117 2.670
H -5.167 2.442 2.305
H -6.913 0.434 0.283
H -6.283 2.071 0.408
C -3.189 -3.948 1.804
O -2.688 -5.046 1.825
N -4.515 -3.822 1.975
N -2.575 -2.858 1.589
H -5.134 -4.612 1.869
H -4.928 -2.901 2.022
H -1.570 -2.766 1.568
H -3.132 -2.017 1.652
C 1.863 -4.307 4.150
O 2.313 -5.165 4.854
N 2.360 -3.978 3.047
N 0.845 -3.564 4.421
H 2.421 -3.022 2.727
H 3.203 -4.438 2.734
H 0.430 -3.006 3.688
H 0.451 -3.719 5.338
C -1.292 6.042 0.553
O -1.928 5.737 1.558
N -0.932 7.260 0.289
N -1.166 5.308 -0.509
H -1.083 7.965 0.995
H -0.056 7.384 -0.199
H -0.570 5.628 -1.259
H -1.413 4.336 -0.394
C 6.551 -1.133 -2.899
O 7.545 -0.437 -3.022
N 5.537 -0.970 -2.157
N 6.441 -2.273 -3.482
H 5.218 -0.027 -1.990
H 4.895 -1.746 -2.077
H 5.603 -2.813 -3.318
H 7.062 -2.575 -4.218
C 2.676 3.931 0.308
O 3.306 4.512 1.204
N 3.177 3.344 -0.726
N 1.392 3.685 0.448
H 4.183 3.263 -0.734
H 2.594 2.865 -1.398
H 0.944 3.944 1.315
H 0.858 3.111 -0.189
C 3.083 -4.314 -2.031
O 3.392 -3.338 -2.749
N 3.633 -5.447 -1.982
N 2.138 -4.228 -1.113
H 3.986 -5.743 -2.880
H 3.520 -6.042 -1.174
H 1.828 -5.009 -0.553
H 2.006 -3.286 -0.773
C 1.370 -0.114 -3.580
C 0.946 1.276 -3.123
O 1.257 1.466 -1.764
O 0.513 -1.057 -3.032
H 2.421 -0.314 -3.372
H 1.211 -0.227 -4.653
H -0.137 1.352 -3.220
H 1.320 2.128 -3.692
H 0.971 0.684 -1.286
H 0.269 -0.839 -2.129
C 4.579 2.093 4.903
C 4.560 2.163 3.355
O 5.665 3.066 2.933
O 5.750 1.859 5.623
H 3.805 1.380 5.187
H 4.255 3.111 5.119
H 3.673 2.643 2.941
H 4.724 1.151 2.983
H 5.472 3.650 2.196
H 6.364 2.472 5.213
C -2.611 -2.657 -4.084
C -2.233 -3.403 -2.796
O -2.095 -4.809 -3.107
O -1.402 -2.314 -4.730
H -3.246 -1.825 -3.779
H -3.221 -3.334 -4.682
H -2.904 -3.386 -1.937
H -1.337 -2.950 -2.372
H -1.787 -5.205 -2.288
H -0.827 -1.859 -4.110
C -2.874 5.243 -3.518
C -2.548 3.862 -2.964
O -2.797 2.875 -3.909
O -1.837 5.835 -4.303
H -3.019 5.783 -2.582
H -3.820 5.153 -4.052
H -3.174 3.664 -2.094
H -1.511 3.696 -2.671
H -3.739 2.689 -3.907
H -1.360 5.153 -4.781
C -7.777 -2.794 -1.236
C -6.174 -2.641 -0.993
O -5.563 -1.543 -1.562
O -8.361 -1.717 -0.580
H -8.193 -3.753 -0.927
H -8.029 -2.728 -2.294
H -5.688 -3.592 -1.209
H -6.018 -2.483 0.074
H -5.475 -0.844 -0.910
H -8.498 -2.044 0.312


ORCA calculation (ωB97M-V/def2-TZVPD) on 17 unconnected molecules or ions with the total composition C21H68N4O16S at a distorted geometry.

Summary:
Kohn-Sham gap: 0.3383 Eh
Charge: 0
LUMO energy: -0.03 eV
HOMO level: -9.24 eV

Atoms and positions in Å:
N -2.307 -0.210 -1.600
C -2.308 -1.269 -2.039
C -2.008 -2.603 -2.739
N -1.249 -2.425 -3.966
C -1.222 -3.478 -1.686
C -2.292 -4.281 -0.925
N -3.196 -4.794 -0.448
N -0.385 -2.674 -0.749
C -0.795 -2.745 0.409
S -1.386 -2.413 1.867
H -2.952 -3.148 -2.905
H -1.955 -2.356 -4.690
H -0.846 -1.494 -3.932
H -0.572 -4.158 -2.247
C 1.621 0.494 -2.716
O 0.629 -0.524 -2.806
H 1.857 0.847 -3.719
H 1.244 1.323 -2.119
H 2.527 0.093 -2.258
H 0.445 -0.824 -1.910
C 1.547 1.747 1.344
O 1.290 0.695 0.419
H 2.622 1.816 1.495
H 1.179 2.691 0.946
H 1.062 1.530 2.297
H 0.337 0.650 0.295
C -1.403 -1.946 -8.182
O -2.048 -2.933 -7.384
H -2.032 -1.059 -8.199
H -0.430 -1.687 -7.756
H -1.271 -2.309 -9.205
H -1.483 -3.709 -7.376
C 0.849 -6.829 -1.162
O 0.730 -7.042 -2.566
H 1.518 -5.988 -0.994
H -0.133 -6.600 -0.737
H 1.266 -7.717 -0.680
H 0.137 -7.785 -2.696
C 0.685 4.042 -1.929
O 1.675 3.856 -0.915
H -0.247 3.592 -1.588
H 0.526 5.109 -2.103
H 1.002 3.560 -2.854
H 2.487 4.260 -1.235
C -1.386 6.922 0.153
O -1.535 6.594 -1.225
H -0.708 7.769 0.228
H -2.351 7.198 0.587
H -0.965 6.077 0.703
H -2.134 5.846 -1.276
C 5.140 6.784 -0.993
O 4.028 5.898 -1.029
H 5.990 6.295 -1.465
H 4.910 7.704 -1.535
H 5.391 7.018 0.043
H 3.290 6.348 -0.603
C -3.510 -1.849 5.689
O -2.575 -1.939 4.620
H -3.047 -1.308 6.509
H -4.404 -1.309 5.363
H -3.786 -2.850 6.032
H -3.006 -2.427 3.915
C -0.361 -2.710 7.570
O -1.477 -3.596 7.603
H -0.110 -2.436 8.595
H 0.497 -3.202 7.108
H -0.614 -1.815 7.008
H -1.683 -3.825 6.691
C 2.564 5.301 -5.269
O 1.493 4.379 -5.086
H 2.764 5.781 -4.314
H 3.465 4.779 -5.602
H 2.290 6.064 -6.002
H 1.324 3.961 -5.933
C -1.935 0.964 -5.257
O -2.650 -0.201 -4.851
H -0.885 0.820 -5.010
H -2.034 1.115 -6.336
H -2.308 1.843 -4.726
H -3.575 -0.064 -5.070
C -4.105 -5.624 -4.887
O -4.668 -4.578 -4.099
H -3.028 -5.473 -4.934
H -4.311 -6.596 -4.431
H -4.514 -5.600 -5.900
H -5.615 -4.721 -4.065
C 1.711 -0.473 5.155
O 0.596 -1.359 5.172
H 1.950 -0.204 6.183
H 2.578 -0.961 4.700
H 1.465 0.432 4.599
H 0.390 -1.594 4.261
C -2.274 -5.795 3.442
O -2.741 -4.857 4.410
H -1.195 -5.695 3.351
H -2.511 -6.814 3.758
H -2.734 -5.595 2.471
H -3.693 -4.964 4.475
C 4.215 6.561 2.793
O 3.528 7.354 1.827
H 4.633 5.694 2.285
H 5.027 7.135 3.248
H 3.525 6.222 3.568
H 3.163 8.114 2.283
C 3.166 0.042 9.280
O 2.499 1.041 8.514
H 3.552 -0.710 8.596
H 3.998 0.479 9.838
H 2.469 -0.434 9.975
H 2.162 1.697 9.127


ORCA calculation (ωB97M-V/def2-TZVPD) on 13 unconnected molecules or ions with the total composition C21H68N6O13 at a distorted geometry.

Summary:
Kohn-Sham gap: 0.3517 Eh
Charge: 0
LUMO energy: 0.33 eV
HOMO level: -9.24 eV

Atoms and positions in Å:
C -22.881 0.120 20.407
C -23.604 1.404 20.071
O -23.991 1.488 18.719
H -21.931 -0.009 19.853
H -23.519 -0.735 20.187
H -22.627 0.014 21.420
H -22.960 2.172 20.428
H -24.473 1.358 20.679
H -24.714 2.143 18.701
C -19.922 2.432 19.792
C -18.977 1.835 18.709
O -17.768 2.364 18.996
H -20.928 2.120 19.713
H -19.798 3.511 19.793
H -19.634 2.040 20.747
H -19.316 2.155 17.699
H -19.089 0.784 18.792
H -17.313 1.840 19.663
C -21.187 2.126 22.945
C -22.337 1.746 23.877
O -21.820 1.006 24.958
H -21.504 2.919 22.164
H -20.868 1.275 22.371
H -20.366 2.580 23.456
H -23.006 1.200 23.223
H -22.801 2.662 24.277
H -21.182 1.477 25.538
C -16.698 -4.471 22.883
C -17.919 -3.894 22.213
O -19.007 -4.758 22.292
H -15.922 -3.753 22.891
H -16.367 -5.340 22.385
H -16.951 -4.640 23.929
H -17.528 -3.699 21.196
H -18.166 -3.011 22.607
H -19.832 -4.275 22.088
C -17.690 -1.935 16.192
C -18.683 -1.109 15.461
O -19.939 -1.781 15.310
H -18.085 -2.241 17.222
H -16.805 -1.365 16.461
H -17.354 -2.916 15.798
H -18.357 -0.719 14.499
H -18.784 -0.169 15.987
H -20.267 -1.882 16.223
C -16.921 -0.832 24.224
C -18.413 -0.728 24.516
O -18.605 -0.916 25.867
H -16.461 -1.774 24.501
H -16.426 0.018 24.685
H -16.700 -0.778 23.163
H -19.071 -1.420 24.042
H -18.770 0.227 24.269
H -18.270 -0.168 26.376
C -22.921 -3.118 22.604
C -22.856 -1.951 23.565
O -21.633 -1.323 23.325
H -22.146 -3.779 22.691
H -22.988 -2.789 21.591
H -23.779 -3.725 22.840
H -23.001 -2.174 24.616
H -23.606 -1.196 23.449
H -21.481 -0.622 23.996
C -17.614 2.706 23.282
C -17.060 3.936 22.554
O -16.205 3.547 21.422
H -18.085 2.038 22.588
H -18.276 2.994 24.081
H -16.824 2.230 23.759
H -16.502 4.583 23.299
H -17.890 4.578 22.217
H -16.558 4.090 20.671
C -21.990 -2.377 18.356
O -23.319 -2.121 18.171
N -20.958 -1.694 17.969
N -21.670 -3.475 19.064
H -21.296 -0.779 17.571
H -20.031 -1.793 18.480
H -22.489 -4.036 19.366
H -20.808 -4.002 18.950
C -15.846 0.311 19.882
O -16.373 -0.773 19.208
N -16.507 0.839 20.885
N -14.752 0.930 19.608
H -17.330 0.336 21.269
H -16.292 1.615 21.462
H -14.098 0.603 18.900
H -14.388 1.659 20.189
C -19.373 -1.503 20.600
O -18.811 -0.414 21.310
N -20.437 -2.163 20.918
N -18.679 -1.958 19.591
H -20.996 -1.704 21.651
H -21.023 -2.677 20.199
H -17.798 -1.511 19.465
H -18.843 -2.936 19.293
C -15.610 -3.882 19.068
O -15.722 -5.092 19.708
H -16.330 -3.781 18.278
H -14.652 -3.879 18.595
H -15.668 -3.090 19.793
H -14.857 -5.360 20.011
C -18.974 -4.840 17.628
O -19.191 -4.587 18.990
H -17.927 -4.884 17.379
H -19.440 -4.029 17.027
H -19.356 -5.790 17.312
H -18.651 -5.225 19.467


ORCA calculation (ωB97M-V/def2-TZVPD) on 12 unconnected molecules or ions with the total composition C21H69N21O12 at a distorted geometry.

Summary:
Kohn-Sham gap: 0.2936 Eh
Charge: 0
LUMO energy: -0.75 eV
HOMO level: -8.74 eV

Atoms and positions in Å:
C 2.517 0.687 0.655
C 1.029 0.134 0.546
C 0.691 -0.861 -0.591
O 0.515 -0.185 -1.822
C -0.381 -0.768 -2.764
N 0.896 -0.490 1.837
H 2.773 1.030 1.657
H 2.608 1.532 -0.028
H 3.190 -0.004 0.147
H 0.309 0.939 0.398
H -0.241 -1.360 -0.325
H 1.342 -1.735 -0.559
H -0.556 -1.835 -2.629
H -0.052 -0.825 -3.802
H -1.397 -0.374 -2.761
H 0.004 -0.962 1.806
H 1.545 -1.167 2.214
C 3.327 3.293 3.793
C 3.025 4.830 3.687
C 1.674 5.323 4.364
O 1.746 6.759 4.625
C 1.032 7.173 5.809
N 4.069 5.611 4.302
H 3.237 2.809 4.766
H 4.304 3.062 3.367
H 2.584 2.814 3.155
H 2.861 5.010 2.625
H 1.324 4.753 5.225
H 0.768 5.104 3.798
H 1.119 8.259 5.845
H 1.278 6.660 6.739
H -0.048 7.186 5.664
H 4.356 5.158 5.158
H 3.491 6.402 4.545
C 2.290 -3.167 -3.886
C 1.478 -3.088 -5.177
C 1.647 -1.812 -5.990
O 2.937 -1.909 -6.755
C 3.076 -0.858 -7.778
N 1.861 -4.251 -5.930
H 1.938 -4.084 -3.411
H 2.029 -2.476 -3.085
H 3.352 -3.331 -4.069
H 0.413 -3.163 -4.953
H 1.688 -0.893 -5.404
H 0.816 -1.871 -6.693
H 3.928 -1.152 -8.391
H 3.335 0.161 -7.489
H 2.127 -0.717 -8.295
H 2.781 -4.053 -6.297
H 1.281 -4.079 -6.739
C -2.755 -0.839 -6.112
O -2.146 -0.507 -7.072
N -2.406 -1.932 -5.471
N -3.746 -0.081 -5.693
H -1.536 -2.421 -5.630
H -2.867 -2.085 -4.586
H -4.147 0.722 -6.157
H -4.227 -0.697 -5.053
C -0.519 -0.867 5.802
O -0.312 -0.915 6.991
N -1.733 -0.672 5.314
N 0.330 -1.063 4.908
H -1.936 -0.382 4.368
H -2.452 -0.930 5.974
H 0.015 -1.043 3.949
H 1.316 -1.037 5.126
C -1.289 2.886 3.155
O -1.649 3.336 4.282
N -1.802 3.212 2.044
N -0.252 2.091 3.035
H -1.488 2.757 1.199
H -2.633 3.784 2.094
H 0.141 1.878 3.941
H -0.035 1.521 2.231
C -1.128 2.839 -1.389
O -1.412 2.208 -0.401
N -0.231 2.370 -2.258
N -1.696 3.930 -1.791
H 0.004 3.013 -3.000
H 0.232 1.492 -2.069
H -2.637 4.165 -1.511
H -1.278 4.514 -2.502
C 0.093 -4.429 3.389
O 0.832 -4.962 4.113
N 0.456 -4.093 2.196
N -1.165 -4.240 3.656
H 1.363 -4.297 1.802
H -0.158 -3.582 1.577
H -1.818 -4.031 2.914
H -1.267 -4.601 4.594
C -1.272 -4.369 -1.619
O -1.325 -4.247 -0.393
N -0.565 -5.088 -2.312
N -1.946 -3.615 -2.405
H 0.258 -5.431 -1.840
H -0.852 -5.242 -3.269
H -2.260 -3.997 -3.285
H -2.657 -3.211 -1.813
C -4.816 2.335 -2.232
O -4.612 3.355 -1.659
N -5.928 2.003 -2.796
N -3.918 1.380 -2.314
H -6.087 1.129 -3.276
H -6.700 2.419 -2.295
H -4.174 0.561 -2.846
H -3.020 1.551 -1.883
C -2.753 -0.523 2.025
O -1.938 -1.400 2.023
N -3.726 -0.475 2.929
N -2.873 0.357 1.105
H -4.455 0.217 3.024
H -3.721 -1.109 3.716
H -2.354 0.426 0.242
H -3.484 1.128 1.334
C 3.593 -2.645 2.254
O 2.954 -3.386 1.482
N 4.512 -1.696 1.933
N 3.534 -2.733 3.547
H 4.519 -1.226 1.040
H 5.075 -1.157 2.575
H 2.906 -3.456 3.867
H 4.107 -2.091 4.075